[1]
ORCA calculation (ωB97M-V with the def2-TZVPD basis set) on 2 unconnected molecules or ions with the total composition C4H9NO2 in a non-equilibrium geometry.

As for the orbital gap: 9.5327 eV. The total energy is -9874.7358 eV. The energy relative to the best compared isomer or geometry (same formula, charge and spin) is 122.8 kcal/mol. As for the LUMO energy: 0.517 eV. The maximum force comes out at 0.121 Eh/bohr.

Atoms and positions in Å:
C: -1.2220 -0.8535 0.6159
C: -0.2817 0.3375 0.6325
C: 1.1536 -0.0108 1.0339
O: 2.0468 1.0729 0.8943
N: -0.3523 0.8394 -0.7511
C: -0.3773 0.0887 -1.8864
O: 0.5602 -0.7647 -2.0207
H: -2.2867 -0.5635 0.5446
H: -1.0782 -1.4623 1.5128
H: -0.1927 -1.7286 -0.7081
H: -0.5960 1.2238 1.2222
H: 1.1325 -0.2783 2.0966
H: 1.5103 -0.9006 0.4884
H: 1.9868 1.3575 -0.0349
H: -0.9501 1.6303 -0.9568
H: -0.7979 0.5051 -2.7998

Atoms 1-2, force components in eV/Å:
2.233 -1.285 -0.271
-0.320 -0.002 -0.552

***

[2]
ORCA calculation (ωB97M-V with the def2-TZVPD basis set) on C9H15ClN2 in the gas phase in a non-equilibrium geometry.

As for the orbital gap: 9.5629 eV. The total energy is -25075.6706 eV. As for the structure (SMILES): CC(C)(C)N[C@]1(Cl)C=CCC=N1. The energy relative to the best compared isomer or geometry (same formula, charge and spin) is 39.3 kcal/mol. As for the LUMO energy: 0.666 eV. The maximum force comes out at 0.096 Eh/bohr.

Atoms and positions in Å:
C: 1.8584 1.3449 -1.0209
C: 0.6098 0.8258 -0.3183
C: -0.5630 0.5583 -1.3306
C: 0.0452 2.0865 0.5002
N: 1.0692 -0.3715 0.3810
C: 0.0944 -0.7577 1.8660
Cl: 0.7963 0.2691 3.0967
C: 0.3115 -2.1591 2.0035
C: -0.4487 -3.0046 1.2849
C: -1.4819 -2.4231 0.3724
C: -1.9827 -1.1778 1.0054
N: -1.2821 -0.3862 1.6557
H: 1.6815 1.8981 -1.9063
H: 2.5195 1.7010 -0.2392
H: 2.4737 0.5303 -1.4693
H: -0.4568 -0.2922 -1.9600
H: -0.4585 1.4910 -1.9359
H: -1.4703 0.5252 -0.7644
H: -0.8607 2.4270 0.0974
H: -0.3426 1.7110 1.5339
H: 0.7322 2.9139 0.5374
H: 1.9470 -0.2774 0.8080
H: 0.9543 -2.5015 2.8952
H: -0.4953 -3.9928 1.5577
H: -0.9120 -2.0778 -0.4449
H: -2.2737 -3.0718 0.0325
H: -3.0411 -0.7975 0.7363

Atoms 1-2, force components in eV/Å:
1.140 -2.519 -0.044
-0.691 1.287 -0.395